Entry from the Open Molecules 2025 dataset: a cluster of 6 separate species, C59H133ClN3O5P3 in total at a distorted geometry (ωB97M-V/def2-TZVPD).

Summary:
Spin multiplicity: 1
Relative energy (zero: lowest compared OMol25 entry of this formula, charge and spin) in kJ/mol: 371.8
LUMO energy in eV: -6.43
Largest force on an atom in eV/Å: 4.777
Electronic energy in eV: -118395.787
Gap between HOMO and LUMO in eV: 7.16
Total charge: +4

Positions of all 204 atoms, in Å:
Cl (3.15601, 0.87510, 0.61470)
O (2.70072, 1.40606, -0.69088)
O (1.95878, 0.32854, 1.27928)
O (4.02825, -0.26481, 0.49059)
O (3.70854, 1.94160, 1.35072)
C (7.81057, 4.16543, -5.55926)
C (6.70806, 5.20317, -6.02990)
N (6.09769, 5.76971, -4.72924)
C (6.68699, 6.61032, -3.86601)
C (5.90335, 6.88028, -2.82236)
N (4.64126, 6.27489, -3.09275)
C (4.81450, 5.62620, -4.28684)
C (3.39918, 6.41049, -2.35736)
H (8.69710, 4.59901, -5.09647)
H (8.27805, 3.57448, -6.34686)
H (7.39916, 3.44300, -4.85430)
H (5.88995, 4.76953, -6.60501)
H (7.02748, 6.01898, -6.67837)
H (7.70038, 6.89051, -4.11288)
H (6.07339, 7.54511, -1.98842)
H (4.04291, 5.09246, -4.82178)
H (2.95414, 5.41735, -2.29631)
H (2.66812, 7.11953, -2.74583)
H (3.60204, 6.63939, -1.31115)
C (-9.76405, 9.88871, -2.65153)
C (-9.30457, 8.65722, -1.84384)
C (-7.85217, 8.13330, -2.13631)
C (-7.83454, 7.38875, -3.46276)
P (-6.15463, 7.09781, -4.13429)
C (-6.35958, 6.35930, -5.79216)
C (-6.90310, 4.92832, -5.76041)
C (-7.51581, 4.54516, -7.08710)
C (-6.47351, 4.38078, -8.27019)
C (-5.15786, 5.97542, -2.94780)
C (-3.99366, 6.62630, -2.15818)
C (-3.10296, 5.65542, -1.30012)
C (-2.79562, 4.38337, -2.14930)
C (-5.43281, 8.79565, -4.15646)
C (-4.18676, 8.89766, -4.91528)
C (-3.29984, 10.10016, -4.42709)
C (-2.31120, 10.42112, -5.59430)
H (-10.72835, 10.12421, -2.20127)
H (-9.98745, 9.73047, -3.70659)
H (-9.02894, 10.68719, -2.55060)
H (-10.05529, 7.87452, -1.95297)
H (-9.22571, 8.91642, -0.78805)
H (-7.54201, 7.41266, -1.37961)
H (-7.08743, 8.89544, -1.98655)
H (-8.44346, 7.85582, -4.23681)
H (-8.07086, 6.33337, -3.32702)
H (-5.37858, 6.36462, -6.26724)
H (-6.96524, 7.08477, -6.33526)
H (-7.72251, 4.71597, -5.07372)
H (-6.00157, 4.33241, -5.61809)
H (-8.32205, 5.25195, -7.28335)
H (-8.01732, 3.58285, -6.98444)
H (-5.55464, 3.81499, -8.11637)
H (-6.22555, 5.37655, -8.63768)
H (-6.94394, 3.82582, -9.08187)
H (-4.75937, 5.25553, -3.66269)
H (-5.90334, 5.58539, -2.25482)
H (-4.31617, 7.34287, -1.40279)
H (-3.33504, 7.12310, -2.87056)
H (-3.50668, 5.24232, -0.37576)
H (-2.14968, 6.14405, -1.09865)
H (-2.63264, 4.78126, -3.15091)
H (-3.59810, 3.65525, -2.26746)
H (-1.90210, 3.85113, -1.82302)
H (-5.33635, 8.96628, -3.08422)
H (-6.25244, 9.48375, -4.36346)
H (-4.38772, 9.10129, -5.96707)
H (-3.69324, 7.92766, -4.85485)
H (-2.70861, 9.85847, -3.54382)
H (-3.99016, 10.93582, -4.31211)
H (-1.72222, 9.50647, -5.66240)
H (-1.72741, 11.30700, -5.34431)
H (-2.80282, 10.46324, -6.56622)
C (3.51717, -10.95049, 9.55230)
C (3.53227, -9.54693, 9.00759)
C (2.63441, -9.50820, 7.77868)
C (2.51038, -8.06792, 7.12821)
P (1.23712, -6.81930, 7.67847)
C (-0.53537, -7.47341, 7.37214)
C (-0.98548, -7.51097, 5.93092)
C (-2.51036, -7.75301, 5.84948)
C (-3.00765, -7.65442, 4.36396)
C (1.35135, -6.41979, 9.41327)
C (1.03808, -7.52469, 10.52105)
C (1.79005, -7.31780, 11.90554)
C (0.96150, -6.34012, 12.68520)
C (1.54873, -5.40775, 6.58849)
C (2.90423, -4.60380, 6.73970)
C (2.80795, -3.23658, 6.03236)
C (4.11886, -2.34086, 6.06856)
H (2.52740, -11.40304, 9.61273)
H (3.99701, -11.00425, 10.52952)
H (4.09648, -11.62742, 8.92443)
H (4.55877, -9.31379, 8.72462)
H (3.16471, -8.82518, 9.73703)
H (1.70679, -9.98493, 8.09543)
H (3.07513, -10.19526, 7.05631)
H (2.21388, -8.26953, 6.09886)
H (3.47527, -7.56091, 7.12430)
H (-1.21718, -6.94544, 8.03881)
H (-0.50838, -8.47135, 7.80977)
H (-0.41565, -8.18720, 5.29367)
H (-0.65167, -6.59502, 5.44338)
H (-3.09238, -7.08769, 6.48723)
H (-2.63128, -8.74800, 6.27782)
H (-3.00093, -6.65878, 3.92039)
H (-3.97591, -8.11840, 4.17612)
H (-2.33694, -8.24269, 3.73767)
H (0.78252, -5.50426, 9.57548)
H (2.36556, -6.08636, 9.63307)
H (1.34492, -8.53005, 10.23264)
H (-0.01662, -7.72101, 10.71381)
H (2.79804, -6.90399, 11.93393)
H (1.79562, -8.27752, 12.42227)
H (0.76629, -5.39701, 12.17474)
H (1.28455, -6.01191, 13.67311)
H (-0.03620, -6.77317, 12.75704)
H (0.68809, -4.76374, 6.76912)
H (1.48844, -5.73950, 5.55195)
H (3.79226, -5.06004, 6.30224)
H (3.15358, -4.36123, 7.77269)
H (1.92499, -2.65074, 6.28791)
H (2.57739, -3.48606, 4.99665)
H (4.90242, -2.90286, 5.56035)
H (4.44427, -2.21794, 7.10157)
H (3.91246, -1.36287, 5.63378)
C (-3.85860, -2.23652, 2.20919)
C (-2.62161, -2.81358, 1.48636)
C (-2.71989, -2.68431, -0.02694)
C (-1.59797, -3.57026, -0.67956)
P (-1.65887, -3.73669, -2.48429)
C (-1.65003, -2.00400, -3.10980)
C (-1.30313, -1.64563, -4.57970)
C (-1.37046, -0.15933, -4.84605)
C (-2.75009, 0.19234, -5.36500)
C (-0.41735, -4.62668, -3.27119)
C (0.99108, -4.14885, -3.15575)
C (1.98147, -4.65860, -4.19128)
C (2.12891, -6.21395, -4.17882)
C (-3.34905, -4.37317, -2.96457)
C (-3.99803, -5.58806, -2.22534)
C (-5.13590, -6.18158, -3.11363)
C (-5.96855, -7.22189, -2.29126)
H (-3.65932, -2.25101, 3.28072)
H (-4.72488, -2.83303, 1.92310)
H (-3.95129, -1.18399, 1.94147)
H (-2.38807, -3.79002, 1.91076)
H (-1.79849, -2.10944, 1.60790)
H (-2.80714, -1.64503, -0.34380)
H (-3.70595, -2.98101, -0.38437)
H (-1.70736, -4.61428, -0.38608)
H (-0.61763, -3.27769, -0.30347)
H (-1.03734, -1.42383, -2.41979)
H (-2.69761, -1.71332, -3.03122)
H (-1.67924, -2.27817, -5.38378)
H (-0.24476, -1.90584, -4.59584)
H (-0.68717, 0.05698, -5.66728)
H (-0.97932, 0.51608, -4.08518)
H (-2.85433, 1.27707, -5.38918)
H (-3.60355, -0.20776, -4.81763)
H (-2.63797, -0.08913, -6.41205)
H (-0.79919, -4.69441, -4.28988)
H (-0.42101, -5.69916, -3.07663)
H (1.31508, -4.57294, -2.20534)
H (1.13733, -3.09077, -2.93853)
H (2.96848, -4.19644, -4.17382)
H (1.62390, -4.27630, -5.14736)
H (2.52820, -6.52482, -3.21340)
H (2.79652, -6.58189, -4.95793)
H (1.26629, -6.85055, -4.37558)
H (-3.25078, -4.50115, -4.04255)
H (-4.00022, -3.49950, -2.93677)
H (-4.43012, -5.37384, -1.24784)
H (-3.28052, -6.38498, -2.02990)
H (-4.56600, -6.63074, -3.92698)
H (-5.85649, -5.40220, -3.36147)
H (-6.70214, -7.63201, -2.98532)
H (-6.55040, -6.65939, -1.56109)
H (-5.31114, -8.03265, -1.97729)
C (8.64034, 4.10744, 0.20997)
N (9.68599, 3.01451, 0.09126)
C (9.00707, 1.59313, 0.40988)
C (10.24519, 2.93028, -1.37821)
C (10.82099, 3.10326, 1.11668)
C (11.50976, 4.53235, 1.41224)
O (12.27430, 4.80410, 0.21590)
H (8.41761, 4.06558, 1.27614)
H (7.81664, 3.83696, -0.45069)
H (9.28223, 4.96028, -0.01084)
H (9.70912, 0.80408, 0.14038)
H (8.04412, 1.58880, -0.10080)
H (8.68160, 1.51834, 1.44747)
H (10.60340, 3.90495, -1.70962)
H (9.48768, 2.47540, -2.01647)
H (11.02302, 2.16878, -1.43454)
H (11.50110, 2.30173, 0.82840)
H (10.36413, 2.87697, 2.08009)
H (12.18984, 4.30514, 2.23320)
H (10.74776, 5.25585, 1.70208)
H (13.21389, 4.76354, 0.40859)

Cartesian forces (eV/Å) of the 6 atoms listed first:
Cl -4.1 -2.1 -1.1
O 1.1 -0.5 0.6
O 0.7 1.0 -0.1
O 1.2 0.7 -0.6
O 1.3 1.1 1.0
C -0.2 0.3 -0.6

Atomic partial charges in e from the Löwdin method, atoms 1 to 5:
1 Cl 0.61
2 O -0.43
3 O -0.42
4 O -0.39
5 O -0.37